Entry 1:
A structure of composition C26H34N5OSSi2Zn at a distorted geometry, computed with ωB97M-V/def2-TZVPD.

Output
2S+1: 1
HOMO: -2.182 eV
Orbital gap: 4.622 eV
Charge: -1
Energy relative to the best compared isomer or geometry (same formula, charge and spin): 114.3 kcal per mole

Geometry (Å):
1 H -4.35 2.36 0.49
2 C -5.35 -1.93 -0.47
3 C -4.54 -4.09 0.02
4 C 2.59 -0.47 0.09
5 C -1.89 4.56 -0.26
6 C 2.10 0.95 0.45
7 C 1.24 -0.77 3.06
8 H 3.00 1.46 -4.09
9 H -6.21 -3.73 -1.31
10 C -3.62 -2.22 0.97
11 H 2.99 2.96 0.63
12 H -4.00 4.81 0.15
13 C -1.16 2.33 -0.13
14 H 5.28 2.39 0.12
15 H -1.14 1.45 -2.87
16 H 3.92 1.16 3.06
17 H -1.70 5.62 -0.41
18 C -3.18 4.12 0.06
19 H -0.18 2.92 -3.08
20 H -6.03 -1.25 -0.98
21 C 2.98 1.64 3.32
22 N -4.45 -1.38 0.32
23 H 0.28 -1.20 2.80
24 H -3.95 -6.02 0.68
25 C 1.09 1.35 -0.61
26 H 0.12 2.18 3.91
27 H 5.92 0.04 -0.54
28 S -2.44 -1.54 2.09
29 C -0.85 3.66 -0.36
30 C 0.06 2.02 2.83
31 H 2.79 1.49 4.39
32 N -3.64 -3.55 0.83
33 C 1.19 -0.82 -3.02
34 H 0.07 2.99 2.35
35 H 2.91 2.77 -2.89
36 C 1.68 -1.53 0.10
37 N 2.08 -2.84 0.05
38 O -0.29 1.32 -0.13
39 H 2.10 -1.37 -2.76
40 C -4.50 -5.58 -0.15
41 H -0.90 1.55 2.63
42 C -0.19 1.84 -3.24
43 H 0.34 -1.36 -2.59
44 H -5.50 -6.00 -0.20
45 H 1.07 -0.83 -4.11
46 C -3.37 2.77 0.25
47 H 3.73 1.26 -2.49
48 Zn -1.29 -0.29 0.54
49 C 4.52 1.61 0.13
50 H -1.13 -3.17 0.18
51 C 4.91 0.26 -0.23
52 Si 1.54 0.94 2.32
53 C -0.10 -2.88 0.13
54 C -5.46 -3.30 -0.66
55 Si 1.27 0.97 -2.38
56 H 2.01 -1.47 2.77
57 H 3.10 2.71 3.15
58 H -3.98 -5.83 -1.08
59 H 4.22 -1.68 -0.64
60 C 3.25 1.93 0.42
61 H -0.16 1.66 -4.32
62 H 3.03 -3.13 0.10
63 C 2.88 1.69 -3.03
64 N 0.29 -1.54 0.14
65 H 0.17 3.92 -0.60
66 C 0.97 -3.68 0.06
67 H 1.26 -0.67 4.15
68 H 1.06 -4.75 0.03
69 C 3.94 -0.70 -0.26
70 N -2.38 1.88 0.15

=====

Entry 2:
The molecule C4H11OP at a distorted geometry, computed with ωB97M-V/def2-TZVPD.

Output
2S+1: 1
HOMO: -9.682 eV
Orbital gap: 10.502 eV
Charge: 0
SMILES string: CPC(C)(C)O
Energy relative to the best compared isomer or geometry (same formula, charge and spin): 62.9 kcal per mole

Geometry (Å):
1 H -0.04 1.16 2.09
2 C 0.72 1.30 1.19
3 O 1.09 -1.14 0.82
4 C 0.41 0.32 0.10
5 H 0.40 2.32 0.85
6 H -0.50 -1.82 -0.82
7 C 1.05 0.80 -1.21
8 H -2.13 -1.59 -1.44
9 C -1.52 -1.57 -0.50
10 H 0.34 -1.77 0.73
11 P -1.44 0.26 -0.04
12 H 1.72 1.19 1.49
13 H -1.96 -2.17 0.20
14 H 0.51 0.49 -2.08
15 H 2.07 0.55 -1.27
16 H -1.57 -0.17 1.20
17 H 0.86 1.85 -1.32

=====

Entry 3:
A cluster of 11 separate species, H22O11 in total at a distorted geometry, computed with ωB97M-V/def2-TZVPD.

Output
2S+1: 1
HOMO: -10.391 eV
Orbital gap: 9.737 eV
Charge: 0
SMILES string: O.O.O.O.O.O.O.O.O.O.O
Energy relative to the best compared isomer or geometry (same formula, charge and spin): 79.0 kcal per mole

Geometry (Å):
1 H -6.14 -0.65 1.67
2 H 2.40 -2.22 -2.71
3 O -0.86 2.14 0.55
4 H -2.07 1.13 -2.48
5 H -5.16 0.51 1.59
6 H 1.57 4.19 -0.64
7 O 4.02 -1.22 -0.26
8 H 2.28 3.64 1.01
9 H 3.76 -0.41 -0.73
10 H -1.12 1.97 1.46
11 H 0.91 -2.27 0.04
12 H 2.27 2.36 1.84
13 H -1.63 -1.46 -2.65
14 O 1.86 3.23 1.78
15 O -5.33 -0.31 2.06
16 H 3.69 -1.93 -0.82
17 H 0.09 1.99 0.54
18 O -1.06 -0.67 1.16
19 O 0.38 -2.99 0.39
20 O 2.40 -1.47 -2.10
21 H 1.45 -2.65 3.08
22 H -0.87 -1.51 0.73
23 H -3.49 1.59 -2.79
24 O -2.84 1.56 -2.08
25 O -2.45 -1.81 -2.28
26 H 2.51 3.11 -1.16
27 H -0.20 -0.24 1.22
28 O 1.37 -1.84 3.59
29 H 1.03 -1.20 2.97
30 H -3.03 -1.05 -2.25
31 H 0.93 -3.77 0.26
32 O 1.71 3.24 -0.64
33 H 1.61 -0.98 -2.34

=====

Entry 4:
The ion C3H4NO with charge +1 at a distorted geometry, computed with ωB97M-V/def2-TZVPD.

Output
2S+1: 1
HOMO (spin up / spin down): -14.587 / -14.586 eV
Orbital gap (spin up / spin down): 7.653 / 7.652 eV
Charge: +1
Energy relative to the best compared isomer or geometry (same formula, charge and spin): 101.6 kcal per mole

Geometry (Å):
1 O -2.09 -0.54 0.08
2 C -1.82 0.69 0.03
3 C -1.17 -1.44 -0.19
4 H -0.95 0.95 -0.40
5 N 1.29 -0.99 0.08
6 H 1.91 -1.35 0.72
7 H -2.47 1.35 0.40
8 C 0.03 -1.34 0.08
9 H 1.80 -0.82 -0.78

=====

Entry 5:
A structure of composition C8H12Cl2F2N2O10Pd at a distorted geometry, computed with ωB97M-V/def2-TZVPD.

Output
2S+1: 3
HOMO (spin up / spin down): -8.017 / -8.390 eV
Orbital gap (spin up / spin down): 8.123 / 7.465 eV
Charge: 0

Geometry (Å):
1 Cl 0.36 0.33 -3.77
2 O 0.64 -3.18 -1.17
3 O -2.75 0.59 -1.13
4 H -4.79 0.59 -3.00
5 O 1.90 0.78 -0.63
6 H 0.76 3.20 3.93
7 Cl -0.81 3.22 -1.61
8 Pd -0.27 0.86 -1.52
9 O -0.51 0.90 0.77
10 O 3.19 -1.05 -0.78
11 H 4.92 -2.23 -0.82
12 C 0.46 2.17 3.76
13 H -5.83 0.40 -1.52
14 H 0.97 1.52 4.48
15 O -1.36 1.12 2.85
16 C -1.63 -3.59 -1.20
17 C -4.90 0.78 -1.94
18 H -4.75 1.81 -1.66
19 H -1.98 -3.75 -2.22
20 C 5.19 0.01 -0.83
21 F 4.56 -1.40 0.94
22 C -1.05 1.97 3.93
23 H 6.02 0.24 -0.16
24 H -1.33 -4.48 -0.66
25 C 2.98 0.28 -0.68
26 O -0.69 -1.49 -1.34
27 H -1.29 1.47 4.87
28 H -2.43 -3.06 -0.70
29 C -0.41 1.24 1.90
30 O -4.04 -1.13 -0.91
31 N -0.46 -2.68 -1.27
32 N -3.81 0.01 -1.26
33 O 4.14 0.94 -0.58
34 O 0.72 1.77 2.43
35 C 4.53 -1.29 -0.44
36 H 5.53 0.03 -1.87
37 F -1.78 3.10 3.82

=====

Entry 6:
A structure of composition C41H59Cl2GeN2O6Ti, computed with ωB97M-V/def2-TZVPD.

Output
2S+1: 1
HOMO: -4.306 eV
Orbital gap: 6.304 eV
Charge: -1
Energy relative to the best compared isomer or geometry (same formula, charge and spin): 36.9 kcal per mole

Geometry (Å):
1 H 5.82 1.63 -0.41
2 H -1.82 -2.92 -1.42
3 C 7.25 2.91 0.54
4 N -2.36 0.11 -0.14
5 C -4.09 1.40 -3.29
6 Ti -0.44 0.06 0.26
7 H 2.03 -1.97 0.05
8 H 2.32 -0.09 -3.80
9 H 2.26 -1.10 -2.39
10 H 3.66 -3.96 -0.12
11 H -4.85 -4.00 0.83
12 H -4.37 0.38 -3.03
13 C -2.60 -1.00 -0.92
14 C 0.84 5.22 -0.96
15 H 5.70 -2.57 -2.87
16 H 7.32 3.92 0.95
17 H -0.05 4.52 0.86
18 H 0.44 -7.01 1.19
19 C -2.98 -3.99 2.83
20 C 0.22 -5.96 1.08
21 C -3.87 -4.35 0.51
22 H -2.24 -3.45 3.44
23 Cl 0.17 1.27 3.11
24 H 4.29 -2.55 0.74
25 H 2.63 2.68 1.36
26 C 0.27 4.28 -0.15
27 H -6.01 -0.48 2.48
28 C -3.89 -0.07 2.34
29 C 2.92 -0.45 -2.96
30 C 5.85 2.63 0.02
31 C -5.06 2.00 1.57
32 C 4.85 -2.02 -2.46
33 C -5.39 2.96 0.63
34 C 0.47 2.63 -1.92
35 H 4.05 -0.23 0.50
36 C -2.77 -3.69 1.34
37 O 1.42 0.25 0.24
38 O -0.75 2.35 3.43
39 H -3.42 -0.36 4.42
40 H -2.88 -5.05 3.04
41 H -4.59 0.92 4.15
42 H 5.24 -1.34 -1.69
43 H -3.42 -1.01 -1.64
44 H -5.58 1.99 2.52
45 H 2.78 -1.16 2.26
46 H 4.99 2.03 1.89
47 H -3.76 -4.11 -0.55
48 H -1.88 -6.18 1.34
49 C -3.41 1.05 0.09
50 H -5.17 -1.48 1.29
51 H 8.01 2.82 -0.25
52 H -2.25 1.39 -2.21
53 C -4.74 2.95 -0.59
54 C 2.04 -1.96 2.19
55 C 1.04 3.62 -2.75
56 C -4.09 1.03 1.32
57 H -5.01 3.69 -1.34
58 H 1.06 -1.52 2.35
59 C -1.36 -4.14 0.96
60 H 5.61 3.32 -0.80
61 C 3.37 2.54 0.57
62 C 1.23 4.88 -2.27
63 H 0.49 1.24 -3.56
64 O -0.14 0.32 -1.91
65 H -5.01 1.99 -3.36
66 H 2.23 -2.66 3.01
67 H 3.73 -3.95 1.65
68 H 4.48 0.86 -2.22
69 H -2.15 3.36 -3.64
70 C -1.74 -2.03 -0.80
71 C 3.40 0.75 -2.12
72 C 4.07 -1.27 -3.53
73 C 1.25 -5.03 0.97
74 H 7.52 2.21 1.34
75 H -3.86 -5.44 0.61
76 H -6.14 3.71 0.85
77 C 1.00 -3.68 0.77
78 H 1.33 3.37 -3.76
79 Cl 1.95 6.11 -3.28
80 H 4.20 -2.73 -1.96
81 H 2.98 1.68 -2.49
82 C -2.72 3.42 -2.72
83 H 0.99 6.23 -0.61
84 O -0.66 0.30 2.20
85 O -0.49 2.09 0.18
86 C 4.78 2.76 1.10
87 H -3.60 4.04 -2.92
88 Ge 3.06 0.75 -0.18
89 C -3.68 0.46 3.76
90 C 0.07 2.94 -0.59
91 H -2.99 -0.61 2.06
92 O 0.45 0.47 4.29
93 H -2.84 -2.62 1.20
94 H -2.88 1.19 3.79
95 C 2.15 -2.70 0.85
96 H 4.74 -0.61 -4.09
97 H 3.13 3.28 -0.21
98 H -4.99 -1.81 3.02
99 H -3.98 -3.68 3.15
100 H -3.63 1.38 -4.28
101 C 0.26 1.33 -2.48
102 C -0.33 -3.24 0.62
103 C -5.08 -1.02 2.28
104 H -2.12 3.92 -1.97
105 H 4.86 3.75 1.56
106 N -0.68 -1.94 0.12
107 C -3.76 2.01 -0.88
108 C -3.14 2.01 -2.26
109 H 2.27 -5.38 1.03
110 C -1.07 -5.49 1.13
111 H 3.68 -1.99 -4.26
112 C 3.53 -3.33 0.77

=====

Entry 7:
A cluster of 6 separate species, C17H39N5O9S in total at a distorted geometry, computed with ωB97M-V/def2-TZVPD.

Output
2S+1: 2
HOMO (spin up / spin down): -10.838 / -10.838 eV
Orbital gap (spin up / spin down): 7.627 / 1.750 eV
Charge: +1

Geometry (Å):
1 H 14.32 4.57 1.49
2 C 12.51 7.06 -3.76
3 N 13.86 7.13 -4.26
4 O 13.91 8.02 3.65
5 H 16.32 11.79 3.23
6 N 10.76 14.67 0.82
7 H 15.13 12.87 2.38
8 C 15.26 4.34 5.80
9 H 13.90 10.82 0.20
10 H 14.12 6.30 -4.77
11 C 16.14 12.47 2.39
12 H 12.97 8.16 7.58
13 H 11.79 7.32 -4.54
14 H 12.35 6.00 -3.57
15 H 14.24 9.36 -0.73
16 S 13.64 9.11 2.70
17 H 16.41 7.04 -4.87
18 H 16.58 9.44 -0.42
19 O 10.84 12.65 -0.24
20 O 14.56 9.18 1.31
21 C 16.09 8.08 -4.81
22 H 15.79 6.91 7.47
23 H 17.61 10.76 -1.12
24 C 13.89 7.74 7.18
25 H 12.21 8.41 -0.22
26 O 13.60 3.46 3.68
27 N 16.49 11.82 1.11
28 O 14.49 8.37 9.93
29 H 16.26 4.52 6.19
30 H 15.48 5.90 4.48
31 C 17.46 10.07 -0.29
32 C 13.83 9.73 0.21
33 C 10.41 13.41 0.64
34 H 11.69 10.05 0.27
35 H 9.28 11.80 1.68
36 H 14.92 6.02 2.10
37 N 15.05 7.35 8.01
38 C 15.27 7.68 9.27
39 H 12.33 7.55 -2.80
40 H 15.87 8.44 -5.81
41 O 17.63 10.13 2.04
42 H 16.15 12.29 0.29
43 H 16.73 13.37 2.55
44 H 15.20 3.26 5.83
45 O 13.48 10.45 3.29
46 C 14.15 5.28 2.31
47 C 11.82 15.42 0.18
48 C 17.22 10.69 1.07
49 N 15.02 5.01 4.52
50 H 12.30 14.76 -0.54
51 H 10.07 12.96 2.61
52 H 10.33 15.14 1.60
53 H 18.33 9.41 -0.34
54 H 17.28 7.09 9.21
55 H 12.52 15.65 0.98
56 H 8.61 13.42 1.84
57 H 11.56 16.36 -0.32
58 C 14.72 8.13 -4.04
59 H 16.75 7.30 10.91
60 C 14.27 4.46 3.54
61 H 14.46 4.71 6.45
62 H 13.17 5.75 2.22
63 O 14.35 9.12 -3.42
64 H 16.91 8.60 -4.31
65 C 12.44 9.27 0.41
66 H 13.55 6.76 6.86
67 H 16.26 5.88 9.93
68 C 16.46 6.95 9.92
69 H 14.11 8.28 6.26
70 O 12.32 8.84 1.77
71 C 9.53 12.86 1.67

=====

Entry 8:
A cluster of 3 separate species, C18H45N2O4P in total, computed with ωB97M-V/def2-TZVPD.

Output
2S+1: 1
HOMO: -9.023 eV
Orbital gap: 9.600 eV
Charge: 0
SMILES string: COCCCCCCCCCPO.COC[C@@H](C)N.COC[C@@H](C)N

Geometry (Å):
1 H 3.94 -0.54 2.58
2 C 2.27 -1.39 -3.71
3 C -3.43 2.77 2.06
4 H 3.40 0.14 0.26
5 C -1.56 -0.95 -3.06
6 H -6.37 1.70 2.91
7 H 2.51 -5.23 -4.26
8 H -2.98 2.04 2.74
9 H -4.02 3.50 5.14
10 H -2.68 0.00 1.60
11 C -1.43 -0.67 -0.03
12 H -3.12 -2.00 -0.10
13 H -6.52 3.02 4.86
14 C -0.05 -1.11 -2.81
15 H 2.66 -0.42 -3.37
16 O 4.77 -1.08 -0.70
17 H 5.40 -1.48 2.28
18 O -0.80 0.54 2.03
19 H 4.82 -2.72 0.59
20 H 0.13 -2.02 -2.22
21 C -5.90 3.45 4.06
22 C 5.34 0.41 1.21
23 H -4.22 4.81 3.98
24 C -1.68 -0.41 1.45
25 H -1.62 -1.36 2.00
26 H -2.02 -2.78 -2.04
27 H 1.58 -3.12 -6.17
28 C 3.21 -1.89 -4.81
29 P 2.82 -3.51 -5.59
30 H -1.77 -1.25 -4.09
31 C 0.57 0.25 1.83
32 H 4.22 -1.98 -4.40
33 H -1.12 0.27 -0.50
34 H -5.11 4.85 5.49
35 C -2.45 -1.78 -2.13
36 H 0.66 -0.32 -4.69
37 C 5.01 -0.47 2.42
38 H 2.34 -2.05 -2.85
39 H 7.03 1.02 0.23
40 C -4.74 4.19 4.71
41 H 5.48 -0.05 3.31
42 H -3.43 -1.91 -2.60
43 C 4.19 -2.26 -0.18
44 C 4.46 0.12 -0.01
45 C -2.68 -1.21 -0.73
46 N -6.74 4.41 3.34
47 H 0.78 -0.82 1.91
48 H -1.84 0.11 -3.00
49 H -7.60 3.96 3.03
50 H -3.13 3.77 2.39
51 H 0.44 -2.06 -4.67
52 H -3.03 2.60 1.06
53 N 6.77 0.33 0.93
54 H 1.14 0.77 2.60
55 O 2.21 -4.32 -4.26
56 C 0.80 -1.21 -4.07
57 H -4.83 1.59 3.78
58 H -0.60 -1.37 -0.15
59 H 3.28 -1.18 -5.64
60 C -5.47 2.26 3.20
61 H -6.25 4.70 2.50
62 H 5.13 1.45 1.48
63 H 3.20 -2.06 0.25
64 H 4.08 -2.95 -1.01
65 H 4.63 0.91 -0.75
66 H 0.33 -0.29 -2.20
67 H 6.97 -0.58 0.52
68 H 0.90 0.60 0.85
69 O -4.84 2.62 1.99
70 H -3.42 -0.41 -0.77